C5H11NO2 | ωB97M-V/def2-TZVPD

Structure (XYZ):
```
19
Properties=species:S:1:pos:R:3:nbo_charge:R:1
C 0.016 -1.778 1.384 -0.648
C -0.805 -0.713 0.646 0.093
O -1.214 0.355 1.524 -0.716
C -0.080 -0.123 -0.570 -0.062
C -1.061 0.671 -1.440 -0.628
N 1.059 0.682 -0.107 -0.620
C 1.764 1.504 -0.898 0.531
O 2.828 2.001 -0.596 -0.607
H 0.417 -1.356 2.308 0.206
H 0.881 -2.090 0.809 0.218
H -0.618 -2.592 1.703 0.232
H -1.763 -1.089 0.333 0.190
H -0.490 0.587 2.127 0.462
H 0.323 -0.931 -1.184 0.187
H -2.054 0.241 -1.382 0.220
H -1.094 1.716 -1.112 0.226
H -0.775 0.765 -2.498 0.214
H 1.411 0.451 0.808 0.392
H 1.257 1.698 -1.855 0.109
```

ΔE to the lowest compared entry with this formula, charge and spin = 21.60 kcal/mol
HOMO-LUMO gap = 10.486 eV
molecular weight = 117.15 g/mol
SMILES = C[C@@H](O)[C@@H](C)NC=O
total charge = 0
calculated total energy = -10948.33050 eV